1.
ORCA calculation (ωB97M-V/def2-TZVPD) on an isolated molecule of C15H22ClN3O2.

Summary:
* SMILES: COc1cc(Cl)cc(NC(=O)CCN2CCN(C)CC2)c1
* highest occupied orbital energy: -8.2 eV
* ΔE to the lowest compared entry with this formula, charge and spin: 57.9 kcal/mol
* LUMO level: 0.623 eV
* total charge: 0

Each line ends with the Mulliken charge.
Cartesian coordinates (Å):
C 1.167 3.006 4.535  -0.791
O 1.568 1.657 4.456  -0.461
C 1.231 0.946 3.352  0.726
C 1.666 -0.382 3.334  -0.771
C 1.365 -1.171 2.243  0.237
Cl 1.902 -2.814 2.215  -0.242
C 0.645 -0.683 1.169  -1.017
C 0.213 0.642 1.193  -0.314
N -0.515 1.094 0.098  0.023
C -0.930 2.353 -0.197  0.621
O -0.779 3.333 0.501  -0.679
C -1.660 2.411 -1.536  -0.774
C -0.929 1.670 -2.663  -0.875
N -0.942 0.227 -2.460  0.393
C -2.207 -0.419 -2.815  -0.838
C -2.105 -1.193 -4.133  -0.917
N -1.100 -2.247 -4.083  0.000
C -1.638 -3.569 -3.859  -1.040
C -0.038 -1.937 -3.138  -0.995
C 0.201 -0.436 -3.085  -0.920
C 0.504 1.455 2.284  -0.039
H 0.078 3.102 4.521  0.322
H 1.551 3.370 5.487  0.224
H 1.592 3.599 3.720  0.329
H 2.227 -0.764 4.170  0.475
H 0.424 -1.316 0.324  0.678
H -0.662 0.420 -0.660  0.009
H -1.777 3.461 -1.804  0.381
H -2.656 1.986 -1.392  0.320
H 0.114 1.998 -2.676  0.506
H -1.378 1.947 -3.629  0.380
H -2.481 -1.114 -2.011  0.227
H -2.997 0.330 -2.891  0.515
H -1.833 -0.496 -4.936  0.227
H -3.075 -1.624 -4.384  0.506
H -0.822 -4.289 -3.916  0.319
H -2.129 -3.680 -2.879  0.347
H -2.357 -3.801 -4.643  0.385
H 0.873 -2.446 -3.470  0.373
H -0.274 -2.298 -2.122  0.461
H 1.088 -0.221 -2.482  0.534
H 0.384 -0.071 -4.106  0.369
H 0.158 2.474 2.268  0.787

---

2.
ORCA calculation (ωB97M-V/def2-TZVPD) on a cluster of 3 separate species, C15H22FNO8S in total.

Summary:
* SMILES: O=C(F)C[C@H]1C(=O)NC[C@H]1CCCS.O=C1OCCO1.O=C1OCCO1
* highest occupied orbital energy: -8.6 eV
* ΔE to the lowest compared entry with this formula, charge and spin: 0.0 kcal/mol
* LUMO level: 0.423 eV
* total charge: 0

Each line ends with the Mulliken charge.
Cartesian coordinates (Å):
O 0.129 -0.306 2.938  -0.539
C -0.353 -0.314 1.880  0.255
F -1.688 -0.473 1.756  -0.191
C 0.356 -0.191 0.558  -0.320
C -0.427 0.546 -0.550  1.128
C 0.521 1.352 -1.436  -0.481
O 0.856 2.496 -1.260  -0.646
N 0.918 0.575 -2.529  -0.337
C 0.138 -0.691 -2.470  -0.926
C -1.095 -0.345 -1.633  0.065
C -1.954 -1.566 -1.259  -0.845
C -3.468 -1.411 -1.478  -0.998
C -4.212 -0.602 -0.413  -0.711
S -3.800 1.169 -0.352  -0.112
H 0.651 -1.207 0.250  0.122
H 1.283 0.347 0.806  0.455
H -1.120 1.242 -0.065  0.047
H 0.752 1.098 -3.385  0.389
H -0.104 -1.064 -3.473  0.483
H 0.750 -1.446 -1.970  0.290
H -1.712 0.354 -2.219  0.573
H -1.613 -2.397 -1.898  0.450
H -1.784 -1.896 -0.226  0.292
H -3.666 -0.996 -2.476  0.336
H -3.902 -2.424 -1.459  0.419
H -4.018 -1.023 0.582  0.272
H -5.293 -0.675 -0.584  0.479
H -4.987 1.668 -0.703  0.120
O -3.209 4.043 1.424  -0.536
C -2.045 3.993 1.658  0.624
O -1.358 2.858 1.937  -0.261
C 0.045 3.156 1.926  0.156
C 0.051 4.647 2.208  -0.464
O -1.213 5.060 1.682  -0.362
H 0.550 2.560 2.683  0.355
H 0.442 2.928 0.937  -0.063
H 0.072 4.870 3.277  0.258
H 0.850 5.185 1.706  0.325
O 2.084 -2.779 -0.815  -0.557
C 3.147 -2.930 -0.293  0.617
O 3.685 -4.124 0.022  -0.339
C 5.045 -3.917 0.424  -0.316
C 5.027 -2.464 0.867  -0.300
O 3.967 -1.923 0.068  -0.305
H 5.303 -4.618 1.213  0.290
H 5.690 -4.082 -0.440  0.264
H 4.759 -2.352 1.919  0.268
H 5.949 -1.927 0.664  0.276

---

3.
ORCA calculation (ωB97M-V/def2-TZVPD) on a structure of composition C15H22IrN2O2SeSi.

Summary:
* 2S+1: 6
* highest occupied orbital energy (alpha / beta): -5.0 / -8.2 eV
* LUMO level (alpha / beta): 0.595 / -2.597 eV
* total charge: 0

Each line ends with the Löwdin spin population.
Cartesian coordinates (Å):
Ir 0.153 0.087 0.342  1.368
C -2.393 -3.125 0.014  0.037
C -1.449 -2.081 0.584  0.272
O -1.058 -1.274 -0.318  0.397
C -1.198 -2.194 1.920  0.128
C -0.302 -1.298 2.743  0.336
C -0.139 -1.568 4.209  0.055
N 0.286 -0.335 2.150  0.310
N 1.143 0.620 2.643  -0.038
C 1.535 1.448 1.677  0.184
O 1.311 1.567 0.432  0.237
C 2.500 2.564 2.108  0.002
C 3.030 3.541 1.242  0.027
C 3.906 4.530 1.705  -0.003
C 4.272 4.565 3.048  0.029
C 3.763 3.611 3.927  -0.003
C 2.887 2.624 3.459  0.026
H -2.580 -3.014 -1.062  0.005
H -3.369 -3.071 0.514  0.010
H -1.985 -4.132 0.164  0.010
H -1.666 -2.990 2.483  0.003
H -0.725 -2.435 4.523  0.000
H -0.470 -0.694 4.777  0.014
H 0.916 -1.757 4.427  0.014
H 2.751 3.524 0.191  0.002
H 4.292 5.264 1.006  -0.001
H 4.950 5.331 3.408  0.002
H 4.038 3.625 4.976  -0.001
H 2.496 1.885 4.154  0.001
C -1.000 -2.600 -4.585  0.026
Si -1.792 -1.041 -3.933  0.234
C -3.627 -1.314 -3.728  0.026
C -1.501 0.356 -5.136  0.066
Se -0.874 -0.509 -1.915  0.952
H -1.447 -2.859 -5.567  0.004
H -1.173 -3.429 -3.869  0.001
H 0.091 -2.437 -4.706  0.001
H -4.074 -1.573 -4.710  0.004
H -4.098 -0.387 -3.341  0.000
H -3.800 -2.144 -3.013  0.001
H -1.948 0.097 -6.118  0.011
H -0.410 0.518 -5.257  0.003
H -1.972 1.282 -4.748  0.002
H 0.729 1.221 -0.822  0.247

---

4.
ORCA calculation (ωB97M-V/def2-TZVPD) on a structure of composition C15H22N2OPPr.

Summary:
* 2S+1: 3
* highest occupied orbital energy (alpha / beta): -5.3 / -5.8 eV
* LUMO level (alpha / beta): -0.540 / -0.538 eV
* total charge: 0

Each line ends with the Löwdin spin population.
Cartesian coordinates (Å):
C -3.483 2.985 -3.240  -0.019
C -4.751 2.813 -3.796  -0.001
C -5.693 1.857 -3.373  -0.010
C -5.464 0.971 -2.297  -0.010
C -4.255 0.970 -1.616  -0.109
Pr -2.530 1.741 -2.074  1.921
P -0.629 3.153 -1.994  0.172
H -2.861 3.763 -3.723  -0.002
H -5.058 3.496 -4.602  -0.002
H -6.675 1.842 -3.864  -0.001
H -4.198 0.396 -0.665  -0.008
H -6.308 0.358 -1.947  -0.004
H -0.236 3.628 -0.708  0.050
H -0.725 4.430 -2.622  0.000
H 0.705 2.886 -2.439  0.016
C 1.822 -1.999 4.804  0.000
C 2.448 -2.575 3.537  0.000
N 2.209 -1.732 2.363  0.000
C 3.382 -0.997 1.847  0.000
C 4.484 -1.911 1.274  0.000
C 0.915 -1.589 1.854  0.000
O -0.028 -2.069 2.466  0.000
C 0.588 -0.914 0.558  0.000
C 1.500 -1.046 -0.499  0.001
C 1.276 -0.457 -1.707  0.001
C 0.134 0.277 -1.873  0.005
N -0.814 0.432 -0.897  -0.005
C -0.640 -0.208 0.310  0.002
H 2.233 -0.984 4.991  0.000
H 2.084 -2.652 5.663  0.000
H 0.721 -1.941 4.740  0.000
H 3.534 -2.647 3.758  0.000
H 2.088 -3.608 3.339  0.000
H 3.117 -0.227 1.103  0.000
H 3.823 -0.406 2.678  0.000
H 4.124 -2.535 0.434  0.000
H 5.318 -1.279 0.898  0.000
H 4.902 -2.591 2.040  0.000
H 2.388 -1.635 -0.421  0.000
H 1.980 -0.575 -2.523  0.000
H -0.030 0.704 -2.853  0.002
H -1.399 -0.126 1.074  0.000

---

5.
ORCA calculation (ωB97M-V/def2-TZVPD) on a structure of composition C15H22N2OPTl.

Summary:
* highest occupied orbital energy: -5.5 eV
* ΔE to the lowest compared entry with this formula, charge and spin: 0.0 kcal/mol
* LUMO level: -0.656 eV
* total charge: 0

Each line ends with the Mulliken charge.
Cartesian coordinates (Å):
C -0.481 0.946 -5.450  -0.492
C 0.118 2.175 -5.784  -0.702
C 1.519 2.099 -5.516  -0.395
C 1.823 0.799 -5.013  -0.885
C 0.634 0.043 -4.948  -0.095
Tl -2.302 -1.270 -3.084  0.581
P -0.034 -2.726 -1.989  -0.079
H -1.532 0.665 -5.553  0.236
H -0.401 3.044 -6.188  0.369
H 2.242 2.899 -5.674  0.387
H 0.520 -0.994 -4.628  0.404
H 2.810 0.443 -4.721  0.370
H 1.330 -2.309 -2.125  0.131
H 0.125 -4.077 -2.436  0.126
H -0.031 -2.987 -0.585  0.034
C -1.487 -1.766 4.668  -1.060
C -0.068 -1.511 4.221  -0.749
N 0.055 -0.520 3.126  0.151
C -0.239 0.876 3.481  -0.222
C 0.293 1.259 4.854  -1.571
C -0.235 -0.996 1.863  0.171
O -0.469 -2.193 1.651  -0.666
C -0.203 -0.020 0.719  0.681
C 0.874 0.841 0.488  -0.064
C 0.899 1.566 -0.702  -0.728
C -0.120 1.366 -1.638  -0.275
N -1.132 0.513 -1.421  -0.399
C -1.207 -0.133 -0.245  -0.612
H -1.977 -0.849 5.015  0.280
H -1.478 -2.490 5.488  0.368
H -2.064 -2.200 3.844  0.314
H 0.532 -1.107 5.040  0.448
H 0.383 -2.438 3.856  0.383
H 0.205 1.531 2.722  0.498
H -1.332 1.057 3.444  0.244
H 1.337 0.957 4.984  0.364
H 0.252 2.351 4.938  0.423
H -0.316 0.835 5.661  0.321
H 1.661 0.932 1.239  0.600
H 1.694 2.271 -0.929  0.417
H -0.128 1.905 -2.588  0.268
H -2.069 -0.787 -0.085  0.426

---

6.
ORCA calculation (ωB97M-V/def2-TZVPD) on a structure of composition C15H22N9O3S2V.

Summary:
* 2S+1: 2
* highest occupied orbital energy (alpha / beta): -17.4 / -17.4 eV
* ΔE to the lowest compared entry with this formula, charge and spin: 11.0 kcal/mol
* LUMO level (alpha / beta): -11.458 / -10.702 eV
* total charge: +3

Each line ends with the Löwdin spin population.
Cartesian coordinates (Å):
V 0.569 -0.304 -0.029  1.107
C -0.392 2.636 3.440  0.000
N 0.478 1.485 3.729  0.005
C 0.873 1.290 5.135  0.000
C 0.844 0.672 2.762  0.005
N 0.670 0.948 1.468  0.002
N 1.436 -0.521 3.123  -0.001
C 1.981 -1.473 2.300  0.000
N 2.551 -2.505 2.902  0.000
N 1.930 -1.344 0.988  -0.018
H -0.907 2.905 4.358  0.000
H -1.149 2.360 2.707  0.000
H 0.192 3.493 3.104  0.000
H 0.865 2.261 5.622  0.000
H 1.890 0.909 5.205  0.000
H 0.168 0.635 5.650  0.000
H 0.356 1.898 1.313  0.003
H 1.399 -0.748 4.106  0.000
H 2.671 -2.558 3.902  0.000
H 2.948 -3.261 2.364  0.000
H 2.311 -2.148 0.496  0.001
C 2.801 1.957 -4.665  0.000
N 2.255 1.159 -3.561  -0.002
C 1.983 -0.274 -3.646  0.001
C 1.465 -0.518 -2.267  0.004
O 1.040 -1.534 -1.691  -0.004
N 1.491 0.627 -1.530  -0.006
C 1.969 1.623 -2.358  0.002
N 2.118 2.872 -1.976  0.000
H 2.843 1.331 -5.552  0.000
H 3.809 2.297 -4.427  0.000
H 2.146 2.802 -4.875  0.000
H 2.886 -0.858 -3.844  0.000
H 1.230 -0.511 -4.402  0.000
H 1.913 3.150 -1.031  0.000
H 2.481 3.576 -2.601  0.000
O -2.532 -0.154 1.702  -0.004
S -1.966 -0.925 0.653  0.000
O -0.730 -1.680 1.030  0.009
N -1.225 -0.069 -0.561  -0.066
C -1.964 -0.106 -1.782  0.002
S -1.536 0.714 -3.100  -0.039
C -3.078 -1.059 -1.615  -0.003
C -4.026 -1.383 -2.575  0.002
C -5.002 -2.318 -2.253  -0.002
C -5.050 -2.917 -0.996  0.002
C -4.121 -2.592 -0.013  0.000
C -3.145 -1.681 -0.364  0.000
H -4.000 -0.912 -3.549  0.000
H -5.745 -2.582 -2.993  0.000
H -5.827 -3.636 -0.776  0.000
H -4.167 -3.032 0.973  0.000

---

Listing strongest force on any atom for the structures above in their given order: 0.493; 2.089; 8.932; 7.005; 2.662; 0.818 eV/Å.